(one)
ORCA calculation (the ωB97M-V functional and the def2-TZVPD basis) on a single C5H12O2 molecule.

```
! wB97M-V def2-TZVPD RIJCOSX def2/J DEFGRID3
* xyz 0 1
C 2.294 0.280 1.360
C 0.822 0.536 1.084
C 0.356 -0.117 -0.205
O 0.547 -1.521 -0.216
C -1.091 0.220 -0.466
C -1.537 -0.153 -1.874
O -1.894 -0.396 0.530
H 2.493 -0.795 1.402
H 2.920 0.705 0.565
H 2.598 0.729 2.310
H 0.199 0.159 1.907
H 0.621 1.615 1.011
H 0.935 0.265 -1.059
H -0.087 -1.869 0.429
H -1.223 1.404 -0.388
H -2.040 -1.111 -2.050
H -2.293 0.665 -1.811
H -0.840 -0.035 -2.720
H -2.782 -0.579 0.192
*
```

HOMO	-9.942	eV
LUMO energy	0.80	eV
orbital gap	10.74	eV
molecular weight	104.1	g mol⁻¹
SMILES	CC[C@@H](O)[C@@H](C)O

(two)
ORCA calculation (the ωB97M-V functional and the def2-TZVPD basis) on a single C5H12O2 molecule.

```
! wB97M-V def2-TZVPD RIJCOSX def2/J DEFGRID3
* xyz 0 1
C -1.290 0.263 1.878
O -1.114 -0.267 0.536
C 0.375 -0.634 -0.055
C 0.339 -2.089 -0.515
C 0.865 0.291 -1.153
C 0.573 1.738 -0.786
O -0.831 1.824 -0.800
H -1.407 -0.550 2.603
H -2.198 0.894 1.986
H -0.451 0.902 2.173
H 1.027 -0.455 0.801
H 0.366 -2.218 -1.608
H -0.628 -2.413 -0.152
H 1.122 -2.733 -0.092
H 0.473 0.086 -2.162
H 1.910 -0.078 -1.121
H 1.010 1.963 0.209
H 1.029 2.460 -1.485
H -1.172 1.017 -0.256
*
```

HOMO	-9.520	eV
LUMO energy	1.01	eV
orbital gap	10.53	eV
molecular weight	104.1	g mol⁻¹
SMILES	CO[C@@H](C)CCO

Most stable one: (one), least stable one: (two).

(one)
ORCA calculation (the ωB97M-V functional and the def2-TZVPD basis) on 2 unconnected molecules or ions with the total composition C5H12O2.

```
! wB97M-V def2-TZVPD RIJCOSX def2/J DEFGRID3
* xyz 0 1
C -0.711 -2.096 1.373
C -2.359 -0.865 0.324
O -1.562 -0.184 -0.444
C -0.514 0.423 0.208
C 0.425 1.057 -0.794
O 1.700 1.187 -0.214
C 2.635 1.687 -1.132
H -0.068 -2.083 2.266
H -0.234 -2.730 0.618
H -1.634 -2.590 1.683
H -2.635 -0.445 1.289
H -3.051 -1.516 -0.201
H -0.860 1.097 1.003
H -0.373 -0.874 0.970
H 0.465 0.415 -1.690
H 0.079 2.055 -1.132
H 2.353 2.683 -1.510
H 2.748 1.014 -1.999
H 3.596 1.764 -0.617
*
```

HOMO	-7.786	eV
LUMO energy	0.69	eV
orbital gap	8.47	eV
molecular weight	104.1	g mol⁻¹

(two)
ORCA calculation (the ωB97M-V functional and the def2-TZVPD basis) on 3 unconnected molecules or ions with the total composition C5H12O2.

```
! wB97M-V def2-TZVPD RIJCOSX def2/J DEFGRID3
* xyz 0 1
C -2.511 1.185 0.248
C -1.243 1.112 -0.423
C -0.861 -0.173 -1.228
C -1.711 -1.151 -1.644
C 0.631 -0.290 -1.488
H -3.273 0.696 -0.368
H -2.740 1.724 1.246
H -0.826 2.005 -0.834
H -1.353 -1.827 -2.442
H -2.649 -1.103 -1.187
H 1.098 0.582 -1.979
H 1.300 -0.389 -0.656
H 0.778 -1.188 -2.001
O 1.049 -0.256 2.098
H 0.466 0.292 1.466
H 0.962 0.030 3.060
O 3.852 -0.200 1.903
H 4.077 -0.759 2.594
H 2.954 -0.289 1.636
*
```

HOMO	-8.442	eV
LUMO energy	-0.31	eV
orbital gap	8.14	eV
molecular weight	104.1	g mol⁻¹
SMILES	C=CC(=C)C.O.O

(three)
ORCA calculation (the ωB97M-V functional and the def2-TZVPD basis) on a single C5H12O2 molecule.

```
! wB97M-V def2-TZVPD RIJCOSX def2/J DEFGRID3
* xyz 0 1
O 2.110 1.886 0.067
C 2.442 0.519 0.202
C 1.489 -0.576 0.675
C 0.177 -0.635 -0.183
C -1.095 -0.256 0.613
C -2.482 -0.845 -0.028
O -2.954 -0.102 -1.150
H 3.059 2.170 -0.260
H 3.438 0.459 0.830
H 2.898 0.136 -0.797
H 1.966 -1.525 0.416
H 1.533 -0.407 1.723
H 0.545 0.095 -0.985
H 0.216 -1.565 -0.796
H -1.205 0.901 0.637
H -0.939 -0.587 1.699
H -2.163 -1.817 -0.316
H -3.276 -0.882 0.778
H -2.505 -0.486 -1.936
*
```

HOMO	-9.881	eV
LUMO energy	0.77	eV
orbital gap	10.65	eV
molecular weight	104.1	g mol⁻¹
SMILES	OCCCCCO

(four)
ORCA calculation (the ωB97M-V functional and the def2-TZVPD basis) on 2 unconnected molecules or ions with the total composition C5H12O2.

```
! wB97M-V def2-TZVPD RIJCOSX def2/J DEFGRID3
* xyz 0 1
C 1.335 -1.441 -0.764
C 0.785 -1.182 0.677
C -0.323 -0.191 0.749
C -0.162 1.307 0.271
C 0.320 2.157 1.420
O 1.333 1.903 2.030
H 0.526 -1.605 -1.510
H 1.816 -0.532 -1.088
H 1.919 -2.358 -0.787
H 1.665 -0.760 1.186
H 0.633 -2.140 1.174
H -0.565 -0.163 1.821
H -1.237 -0.413 0.183
H -1.045 1.754 -0.185
H 0.764 1.363 -0.272
H -0.258 3.031 1.747
O -2.671 0.083 -2.065
H -1.779 -0.245 -1.918
H -3.057 -0.567 -2.666
*
```

HOMO	-9.660	eV
LUMO energy	0.69	eV
orbital gap	10.35	eV
molecular weight	104.1	g mol⁻¹
SMILES	CCCCC=O.O

Most stable one: (four), least stable one: (one).

(one)
ORCA calculation (the ωB97M-V functional and the def2-TZVPD basis) on 2 unconnected molecules or ions with the total composition C5H12O2.

```
! wB97M-V def2-TZVPD RIJCOSX def2/J DEFGRID3
* xyz 0 1
O 1.527 -1.130 0.707
C 0.915 -2.158 0.669
C -0.373 -2.426 1.408
O -1.014 -3.607 1.003
H 1.263 -3.026 0.070
H -0.125 -2.568 2.471
H -1.033 -1.551 1.335
H -1.287 -3.527 0.083
C 0.989 2.377 -0.095
C 0.055 2.092 -1.265
C -1.002 1.057 -0.895
H 1.447 1.454 0.252
H 0.438 2.820 0.732
H 1.776 3.066 -0.389
H 0.638 1.724 -2.112
H -0.437 3.019 -1.575
H -1.669 0.863 -1.731
H -0.513 0.122 -0.617
H -1.595 1.400 -0.051
*
```

HOMO	-10.094	eV
LUMO energy	0.61	eV
orbital gap	10.70	eV
molecular weight	104.1	g mol⁻¹
SMILES	O=CCO.CCC

(two)
ORCA calculation (the ωB97M-V functional and the def2-TZVPD basis) on 2 unconnected molecules or ions with the total composition C5H12O2.

```
! wB97M-V def2-TZVPD RIJCOSX def2/J DEFGRID3
* xyz 0 1
C -1.651 0.717 -0.609
C -1.169 0.610 0.620
C -0.668 -0.740 1.194
C 0.229 -1.485 0.174
C 1.507 -0.698 -0.302
O 2.023 0.128 0.712
H -2.375 1.659 -0.649
H -1.650 -0.159 -1.355
H -1.316 1.404 1.363
H -1.577 -1.366 1.415
H 0.055 -0.623 2.078
H 0.603 -2.424 0.670
H -0.389 -1.703 -0.708
H 1.120 -0.047 -1.119
H 2.212 -1.371 -0.665
H 1.910 -0.206 1.553
O 0.122 1.863 -1.705
H 0.818 1.592 -1.073
H 0.196 2.850 -1.594
*
```

HOMO	-8.787	eV
LUMO energy	0.85	eV
orbital gap	9.64	eV
molecular weight	104.1	g mol⁻¹
SMILES	C=CCCCO.O

Most stable one: (one), least stable one: (two).

(one)
ORCA calculation (the ωB97M-V functional and the def2-TZVPD basis) on 3 unconnected molecules or ions with the total composition C5H12O2.

```
! wB97M-V def2-TZVPD RIJCOSX def2/J DEFGRID3
* xyz 0 1
C 1.013 1.080 -0.085
C -1.567 0.342 0.277
C 0.794 -0.216 0.338
C 2.835 -0.397 -0.214
C -2.301 -0.835 0.845
O 0.636 1.572 -1.226
O -1.524 0.269 -1.192
H -0.185 1.049 -1.525
H -2.395 0.404 -1.594
H 1.526 1.785 0.561
H -1.984 1.307 0.577
H 0.382 -0.960 -0.322
H 0.934 -0.460 1.377
H -1.784 -1.779 0.632
H -2.375 -0.735 1.932
H 2.996 -0.107 -1.248
H 3.498 0.107 0.485
H 2.832 -1.476 -0.079
H -3.331 -0.950 0.459
*
```

HOMO (spin up / spin down)	-5.762 / -6.238	eV
LUMO energy (spin up / spin down)	0.60 / 0.73	eV
orbital gap (spin up / spin down)	6.36 / 6.96	eV
molecular weight	104.1	g mol⁻¹

(two)
ORCA calculation (the ωB97M-V functional and the def2-TZVPD basis) on a molecular structure, C5H12O2.

```
! wB97M-V def2-TZVPD RIJCOSX def2/J DEFGRID3
* xyz 0 1
C 2.350 -0.502 0.739
C 1.511 0.180 -0.339
C 0.123 -0.337 -0.489
O -0.336 0.181 1.595
C -0.876 0.217 -1.278
C -2.521 0.065 -0.307
O -2.546 0.892 0.647
H 3.409 -0.253 0.620
H 2.031 -0.229 1.747
H 2.252 -1.591 0.654
H 1.932 -0.060 -1.328
H 1.533 1.276 -0.271
H 0.002 -1.386 -0.218
H 0.085 1.043 1.708
H -1.280 -0.448 -2.038
H -0.839 1.276 -1.526
H -2.384 -1.020 -0.115
H -3.150 0.261 -1.190
H -1.297 0.434 1.388
*
```

HOMO	-8.463	eV
LUMO energy	0.16	eV
orbital gap	8.62	eV
molecular weight	104.1	g mol⁻¹

(three)
ORCA calculation (the ωB97M-V functional and the def2-TZVPD basis) on 2 unconnected molecules or ions with the total composition C5H12O2.

```
! wB97M-V def2-TZVPD RIJCOSX def2/J DEFGRID3
* xyz 0 1
C -1.375 -0.613 1.314
O -0.203 -0.373 0.557
C -0.338 0.628 -0.461
C -0.587 2.005 0.143
C 0.946 0.585 -1.275
C 2.131 -2.756 -0.074
O 0.840 -2.742 -0.269
H -1.594 0.222 1.990
H -1.188 -1.509 1.910
H -2.241 -0.786 0.660
H -1.192 0.348 -1.100
H 0.217 2.259 0.842
H -1.542 2.057 0.674
H -0.610 2.760 -0.650
H 1.802 0.836 -0.639
H 0.898 1.305 -2.097
H 1.109 -0.410 -1.699
H 2.382 -1.732 0.344
H 0.406 -1.887 -0.011
*
```

HOMO	-8.132	eV
LUMO energy	0.79	eV
orbital gap	8.92	eV
molecular weight	104.1	g mol⁻¹

(four)
ORCA calculation (the ωB97M-V functional and the def2-TZVPD basis) on 3 unconnected molecules or ions with the total composition C5H12O2.

```
! wB97M-V def2-TZVPD RIJCOSX def2/J DEFGRID3
* xyz 0 1
C -1.622 1.597 -1.318
C -0.533 0.855 -1.107
C 0.297 1.010 0.095
C 1.246 0.113 0.373
C 2.276 0.251 1.452
H -2.182 1.503 -2.237
H -1.849 2.401 -0.628
H -0.299 0.058 -1.795
H 0.363 1.957 0.623
H 1.410 -0.747 -0.263
H 2.040 -0.459 2.255
H 2.416 1.280 1.770
H 3.259 -0.134 1.157
O -2.316 -0.798 1.231
H -3.010 -0.210 0.934
H -1.454 -0.479 0.942
O -0.129 -2.364 -1.115
H 0.077 -2.810 -1.946
H 0.008 -3.026 -0.424
*
```

HOMO	-8.619	eV
LUMO energy	0.66	eV
orbital gap	9.28	eV
molecular weight	104.1	g mol⁻¹
SMILES	C=C/C=C/C.O.O

Most stable one: (four), least stable one: (one).

(one)
ORCA calculation (the ωB97M-V functional and the def2-TZVPD basis) on 2 unconnected molecules or ions with the total composition C10H18N3O.

```
! wB97M-V def2-TZVPD RIJCOSX def2/J DEFGRID3
* xyz 1 1
C 2.095 3.983 -0.886
C -1.296 1.488 -0.847
C -0.720 1.780 -2.070
C -1.029 2.225 0.298
C 0.581 2.284 -2.048
C 0.166 2.901 0.289
C 0.965 3.015 -0.859
O -2.219 0.635 -0.668
H -3.096 1.013 -0.314
H -1.063 1.442 -3.029
H -1.756 2.442 1.078
H 1.144 2.100 -2.954
H 0.474 3.499 1.152
H 2.019 5.023 -1.299
H 2.891 3.394 -1.555
H 2.579 4.412 -0.004
C 0.336 -4.387 1.183
C 1.469 -4.346 0.086
C -0.147 -1.878 1.230
N -0.497 -3.170 1.363
N -1.225 -1.004 1.068
N 1.123 -1.555 1.272
H -0.268 -5.288 0.962
H 0.745 -4.607 2.218
H 2.550 -3.995 0.520
H 1.006 -4.070 -0.876
H -1.540 -3.273 1.099
H -1.982 -1.359 0.415
H -1.259 -0.033 1.226
H 1.897 -2.192 1.289
H 1.463 -0.464 1.233
H 1.621 -5.404 0.011
*
```

HOMO	-10.995	eV
LUMO energy	-2.75	eV
orbital gap	8.24	eV
molecular weight	196.3	g mol⁻¹

(two)
ORCA calculation (the ωB97M-V functional and the def2-TZVPD basis) on 2 unconnected molecules or ions with the total composition C10H18N3O.

```
! wB97M-V def2-TZVPD RIJCOSX def2/J DEFGRID3
* xyz 1 1
C -0.312 1.063 -3.490
C -0.222 -0.227 -3.040
C -1.425 1.808 -2.871
C -2.390 -0.164 -1.981
C -1.141 -0.682 -2.066
C -0.499 1.464 -0.695
C 0.901 2.255 1.304
C 2.343 -2.380 3.485
C -0.197 1.303 0.699
C 2.237 -1.175 2.450
N -0.895 2.118 -1.605
N -3.532 -0.686 -1.576
N 1.021 -1.319 1.635
O -2.612 1.098 -2.468
H 0.268 1.511 -4.375
H 0.533 -0.868 -3.344
H -1.821 2.737 -3.379
H -1.010 -1.666 -1.670
H 1.040 1.754 2.335
H 0.835 3.379 1.341
H 1.864 2.060 0.795
H 3.315 -2.377 3.852
H 1.683 -2.247 4.313
H 2.176 -3.455 3.150
H -1.093 1.249 1.231
H 0.174 0.276 0.759
H 3.150 -1.367 1.900
H 2.216 -0.288 3.012
H -3.701 -1.657 -1.244
H -4.331 0.026 -1.541
H 1.079 -1.896 0.755
H 0.347 -1.646 2.328
*
```

HOMO (spin up / spin down)	-11.723 / -11.723	eV
LUMO energy (spin up / spin down)	-3.70 / -3.70	eV
orbital gap (spin up / spin down)	8.02 / 8.02	eV
molecular weight	196.3	g mol⁻¹

Most stable one: (one), least stable one: (two).

(one)
ORCA calculation (the ωB97M-V functional and the def2-TZVPD basis) on a single C2H2N6 molecule.

```
! wB97M-V def2-TZVPD RIJCOSX def2/J DEFGRID3
* xyz 0 1
H -2.139 0.548 0.965
N -1.800 -0.380 1.026
C -1.040 -0.144 -0.028
N -0.157 -0.990 -0.716
C 1.121 -1.023 -0.339
N 1.711 0.016 0.775
N 1.069 1.032 0.716
N 0.333 1.519 -0.507
N -0.851 1.147 -0.805
H 1.754 -1.725 -1.087
*
```

HOMO	-9.810	eV
LUMO energy	-1.23	eV
orbital gap	8.58	eV
molecular weight	110.1	g mol⁻¹
SMILES	[H]/N=c1/ncnnnn1

(two)
ORCA calculation (the ωB97M-V functional and the def2-TZVPD basis) on a single C2H2N6 molecule.

```
! wB97M-V def2-TZVPD RIJCOSX def2/J DEFGRID3
* xyz 0 1
H -2.546 -0.865 0.888
N -2.198 0.028 0.590
C -1.030 0.071 -0.042
N -0.516 1.290 -0.556
C 0.692 1.393 -0.252
N 1.368 0.566 0.546
N 1.453 -0.661 0.599
N 0.788 -1.465 -0.435
N -0.431 -1.236 -0.564
H 1.309 2.440 -0.383
*
```

HOMO	-9.604	eV
LUMO energy	-1.51	eV
orbital gap	8.09	eV
molecular weight	110.1	g mol⁻¹
SMILES	[H]/N=c1/ncnnnn1

Most stable one: (two), least stable one: (one).

(one)
ORCA calculation (the ωB97M-V functional and the def2-TZVPD basis) on a single C2H2N6 molecule.

```
! wB97M-V def2-TZVPD RIJCOSX def2/J DEFGRID3
* xyz 0 1
H -2.341 -1.204 0.833
N -2.011 -0.160 0.691
C -0.976 -0.046 -0.016
N -0.476 1.261 -0.351
C 0.888 1.173 -0.303
N 1.818 0.331 0.447
N 1.632 -0.936 0.605
N 0.673 -1.553 -0.487
N -0.397 -1.055 -0.824
H 1.190 2.189 -0.594
*
```

HOMO	-9.809	eV
LUMO energy	-1.88	eV
orbital gap	7.93	eV
molecular weight	110.1	g mol⁻¹
SMILES	[H]/N=c1/ncnnnn1

(two)
ORCA calculation (the ωB97M-V functional and the def2-TZVPD basis) on a single C2H2N6 molecule.

```
! wB97M-V def2-TZVPD RIJCOSX def2/J DEFGRID3
* xyz 0 1
H -1.961 0.067 2.089
N -1.865 -0.546 1.378
C -0.898 0.002 0.513
N -1.049 -0.674 -0.838
N 0.151 -0.990 -1.346
C 1.375 -0.512 -0.592
N 1.701 0.737 -0.098
N 0.749 1.647 -0.175
N -0.424 1.341 0.152
H 2.221 -1.070 -1.083
*
```

HOMO	-10.460	eV
LUMO energy	-1.86	eV
orbital gap	8.60	eV
molecular weight	110.1	g mol⁻¹
SMILES	[H]/N=c1/nncnnn1

Most stable one: (one), least stable one: (two).

(one)
ORCA calculation (the ωB97M-V functional and the def2-TZVPD basis) on 2 unconnected molecules or ions with the total composition C3H11NO2S.

```
! wB97M-V def2-TZVPD RIJCOSX def2/J DEFGRID3
* xyz 0 1
O -1.065 -1.378 0.780
C -0.078 -1.209 -0.215
N 0.156 0.184 -0.384
C 1.118 0.694 -1.314
C 0.878 2.155 -1.644
S -0.787 2.533 -2.294
H -0.622 -1.679 1.588
H -0.477 -1.643 -1.143
H 0.845 -1.749 0.071
H -0.375 0.839 0.160
H 1.035 0.162 -2.264
H 2.142 0.649 -0.929
H 1.589 2.473 -2.411
H 1.026 2.798 -0.778
H -1.303 2.983 -1.151
O -1.367 -2.366 3.659
H -1.996 -2.403 4.391
H -0.720 -3.044 3.881
*
```

HOMO	-8.121	eV
LUMO energy	0.55	eV
orbital gap	8.67	eV
molecular weight	125.2	g mol⁻¹
SMILES	OCNCCS.O

(two)
ORCA calculation (the ωB97M-V functional and the def2-TZVPD basis) on 2 unconnected molecules or ions with the total composition C3H11NO2S.

```
! wB97M-V def2-TZVPD RIJCOSX def2/J DEFGRID3
* xyz 0 1
N -1.005 -1.550 0.235
C -0.844 -0.230 0.851
C -1.544 0.932 0.151
O -1.030 2.174 0.699
C 0.627 0.021 1.153
S 1.430 -1.195 2.261
H -0.292 -1.583 -0.539
H -1.801 -1.690 -0.399
H -1.329 -0.344 1.847
H -2.597 1.004 0.329
H -1.358 0.906 -0.927
H -1.069 2.808 -0.026
H 0.779 1.083 1.389
H 1.262 -0.106 0.249
H 1.373 -2.325 1.498
O 2.419 -0.209 -2.630
H 2.798 0.675 -2.587
H 2.179 -0.371 -3.553
*
```

HOMO	-8.657	eV
LUMO energy	0.47	eV
orbital gap	9.13	eV
molecular weight	125.2	g mol⁻¹
SMILES	N[C@H](CO)CS.O

Most stable one: (one), least stable one: (two).